[1]
Below is a structure of composition C52H42BCo2O9P, with properties calculated with wB97M-V/def2-TZVPD.

Results
E_LUMO in eV: -1.43
Total charge: 0
Gap between HOMO and LUMO in eV: 3.34

```
107
C52H42BCo2O9P wB97M-V/def2-TZVPD
Co -0.1938 -0.2953 -0.3666
C -4.1057 0.0536 0.1504
H -0.8551 4.5785 6.2965
C 3.1246 -1.3725 -0.9329
C 4.4171 -2.6715 -6.8380
P 1.6184 -0.5735 -3.7894
O 4.2244 1.5293 -2.0627
C -0.4584 1.3455 6.5320
H -6.2969 -1.9680 -0.0042
O 3.9177 -2.0820 -0.4710
C -1.4602 -0.3266 -1.5622
C -0.1617 0.3939 5.4931
C 0.4793 -1.4576 4.4359
C 0.0831 4.4456 5.7111
C -1.9243 -1.8282 3.6700
C 0.0128 3.5020 2.1034
H -1.1506 0.8713 7.2518
O 0.0425 -2.9295 1.0192
H -2.2412 3.3184 1.8262
H -5.8319 -1.6156 3.4442
H 3.4028 -1.1207 3.0369
C 0.3724 3.2721 -4.5080
O 0.6702 3.8735 3.3731
H 5.0365 -3.1947 -7.5672
C -2.9063 0.3820 0.8589
C 3.6977 2.2753 3.3432
C -5.3881 -1.7634 4.4378
H 0.5058 1.5414 7.0139
H 3.9104 -2.4532 -3.4652
C -1.4317 3.5672 2.5116
H -1.0847 -4.5459 -4.9836
C -0.7238 -0.9719 3.8404
C 0.7501 1.2388 -0.7383
C -3.3906 -3.4024 4.3002
H 1.2614 -0.4489 1.9487
O -3.4780 -1.7424 1.3597
C 2.6470 1.7298 -5.0578
O -2.2772 -0.4070 -2.3884
H 3.5503 1.1424 -5.2317
H 0.8688 -3.3587 -4.0690
H 0.7711 3.7359 6.2146
C 3.9881 0.9165 3.5410
C -1.0450 -3.4594 -5.0361
H 2.5573 3.6167 2.0685
H -2.7849 -0.7742 -6.2185
C -5.2526 -2.3040 -0.0558
Co 2.0100 -0.3537 -1.7055
C 2.6484 -1.0994 -6.3454
H 5.3238 -3.6287 -5.1274
C -2.5470 -0.7499 1.5736
C 1.4439 3.8244 -5.2167
C 0.1125 -1.3804 -4.5215
H 3.3129 -1.5616 -8.3410
O 0.5158 -2.9046 -1.6714
H -5.5093 -0.8373 5.0053
C 1.5407 1.1481 -4.4271
H 1.0014 -2.3517 4.1150
C -1.9912 -1.3530 -5.7392
C -0.2617 4.0460 4.3361
H -3.9290 -4.3279 4.4432
C 0.6655 -1.7825 -1.3390
C 0.0466 -2.7825 -4.4910
H 4.3038 3.0697 3.7730
H -5.0791 -3.2015 0.5554
C 3.7780 -2.2497 -4.5316
H 4.8846 0.6123 4.0835
B -1.3472 -1.3057 2.3200
C -2.0384 -3.2366 3.9797
C -0.8765 -0.6793 -5.2204
C 3.1538 -0.0600 2.9838
H -2.9540 -3.2601 -6.0379
H -1.2164 -3.9610 3.9551
H -2.3167 1.3063 0.8148
C 2.5871 3.0619 -5.4745
H -0.5142 3.8666 -4.2793
H 0.5808 5.4310 5.6902
H -0.8953 2.2627 6.1195
C -0.4339 -1.8337 1.1408
C 0.4306 1.9395 -4.0893
C 4.5747 -2.9144 -5.4710
H 1.3984 4.8621 -5.5501
C 3.4489 -1.7635 -7.2783
H -4.9928 -2.5239 -1.1032
H -0.3946 1.5103 -3.5069
O -3.1133 -1.1720 4.0611
H 1.8828 -0.4015 -6.6923
H 0.2749 4.2281 1.3383
C -4.3704 -1.2742 0.4340
C -4.0020 -2.1502 4.3215
C 2.6610 2.6159 2.4985
H 1.6676 -0.6039 6.1460
C -2.0811 -2.7424 -5.6395
C 2.8063 -1.3378 -4.9723
C 1.9699 0.3041 2.3355
H -4.6961 0.7346 -0.4614
H -0.7866 0.3944 -5.3897
C 0.8334 -0.5689 5.4503
H -5.9396 -2.5668 4.9259
C 1.6595 1.6683 2.2080
C 0.1772 1.4317 0.4791
C 0.4195 2.2049 1.6510
O -1.0783 0.2025 4.5131
C -1.5555 3.7904 3.8652
H 1.0749 2.0361 -1.4272
H -2.5023 3.8058 4.4125
C 3.3302 0.8068 -1.9086
H 3.4362 3.4930 -6.0060
```

[2]
Below is a cluster of 3 separate species, C2H10NO3 in total, with properties calculated with wB97M-V/def2-TZVPD.

Results
E_LUMO (alpha / beta) in eV: 0.58 / -3.03
Total charge: 0
Gap between HOMO and LUMO (alpha / beta) in eV: 10.86 / 7.18
<S²>: 0.7540
Spin multiplicity: 2

```
16
C2H10NO3 wB97M-V/def2-TZVPD
N -0.2718 -1.1233 1.2092
H -1.7738 -0.6499 -2.0968
O 1.6736 1.8674 -1.3636
C -0.8603 0.1876 1.0919
H -0.5827 -1.7216 0.4652
H 0.9391 1.9068 -0.7366
O -0.6797 0.8841 -0.0649
H 1.3188 1.2754 -2.0379
H -0.5757 0.7890 1.9663
H -1.9465 -0.0023 1.1349
H -1.3148 0.5483 -1.4377
C 1.2011 -1.0754 0.9996
H 1.6610 -0.8811 1.9702
O -1.9285 0.3015 -2.1810
H 1.5164 -0.2653 0.3409
H 1.6237 -2.0410 0.7403
```

[3]
Below is a structure of composition C15H14AuBN6S2, with properties calculated with wB97M-V/def2-TZVPD.

Results
E_LUMO in eV: -1.04
Total charge: 0
Gap between HOMO and LUMO in eV: 6.58

```
39
C15H14AuBN6S2 wB97M-V/def2-TZVPD
H 0.0675 1.3444 5.0835
N 2.6911 0.7728 0.2966
S -1.7170 1.5178 -0.5578
H 3.8720 3.2486 -1.4499
N 1.4674 0.1603 2.3979
B 2.5584 -0.2932 1.4048
H -5.9931 -0.4694 -3.6273
H 2.5359 0.5605 4.1711
H -1.5675 0.9252 2.9064
C 2.0160 2.0197 -1.3211
C 2.0779 -3.7692 0.1110
C 1.5808 0.5719 3.6719
H -4.0627 2.7555 -1.5642
S -1.7546 -1.5370 -1.4693
N 0.9980 -1.8243 0.0494
C -4.0918 1.7190 -1.8828
N 2.1358 -1.6513 0.7626
H 0.1184 -3.4468 -0.9362
C 3.3057 2.4561 -0.9920
C 0.3342 0.9688 4.1108
N 1.6619 1.0053 -0.5419
C 3.6943 1.6298 0.0425
C -4.1305 -0.9294 -2.6762
C -3.0495 0.8681 -1.5233
H 2.3283 -4.8039 -0.0450
C -0.5064 0.7571 3.0105
H 4.6055 1.5965 0.6171
N 0.1872 0.2670 1.9906
H -4.1298 -1.9710 -2.9791
C 2.7948 -2.8170 0.8064
C -5.1698 -0.0890 -3.0370
H 1.3351 2.3782 -2.0780
H -5.9585 1.9099 -2.9147
Au -0.3074 -0.2298 -0.2452
C -5.1507 1.2444 -2.6379
H 3.6081 -0.4252 1.9776
H 3.7328 -2.8858 1.3325
C 0.9495 -3.0911 -0.3484
C -3.0674 -0.4438 -1.9156
```

[4]
Below is a structure of composition C55H40I2MnN6OS, with properties calculated with wB97M-V/def2-TZVPD.

Results
E_LUMO (alpha / beta) in eV: 3.39 / 3.39
Total charge: -2
Gap between HOMO and LUMO (alpha / beta) in eV: 4.21 / 4.10
<S²>: 0.7816
Spin multiplicity: 2

```
106
C55H40I2MnN6OS wB97M-V/def2-TZVPD
C -2.1894 -1.4624 1.3561
H -0.5765 2.5874 -6.1665
C 0.8050 5.3482 -3.8800
C -2.3577 1.6568 -5.3743
C 1.9796 3.0607 4.4301
H -0.6376 5.4859 -2.3084
C 1.0962 -2.3657 -3.2761
H -2.8101 6.4861 2.3349
C 4.1279 0.2273 0.5570
C -3.2523 2.8969 -5.5069
H -0.5183 2.7320 4.3005
H 3.0691 2.8691 -4.2451
H -1.9661 1.2837 -7.4787
C 3.6908 0.6077 1.8150
C 1.1823 -4.4473 -2.1358
H -0.7912 2.8427 -4.4388
C 2.2579 3.4417 -3.8177
C -0.1228 3.1985 -0.9290
C -2.4801 -0.0956 -1.9703
S -3.8574 -1.9515 -0.7854
C 2.0912 1.7359 3.9770
C -2.0744 0.7527 -3.0105
I 1.4639 -6.5589 -2.2616
C 2.9956 0.1724 -0.2464
C -2.8096 0.8241 -4.1805
H 1.5411 -4.2189 -4.2398
C 0.7641 -1.6738 -2.1077
C 1.2926 -3.7285 -3.3109
H 2.3173 4.9489 -5.3477
H -3.0203 -3.4113 1.1674
H -1.3842 -2.5329 5.0118
H -2.6087 -4.0823 3.4988
H 2.9420 -0.0805 -1.2940
C -0.9067 2.1198 -5.2402
H -0.2557 1.2772 -5.0407
I 1.3339 -1.1974 -5.0161
H 0.6262 -1.7113 2.2779
H -3.4994 0.6195 -6.9259
C 0.5850 3.7320 -2.1027
H 2.9864 -0.1675 4.4100
Mn 0.0669 0.2583 -0.2521
H -5.3052 -1.3678 -3.3925
N 1.8922 0.4950 0.4498
C 3.5010 2.6285 6.2591
C -2.4772 -1.1455 0.0161
C -2.1970 3.8719 0.2811
O 0.5845 -0.3924 -2.0684
H -2.8703 1.0066 1.2261
H -2.6666 2.9929 -0.1345
N 4.8442 3.4545 8.2657
C -3.9980 0.0914 -4.2842
C -1.6487 -2.2156 4.0115
N -0.7425 0.6613 1.6930
C 0.1834 4.9181 -2.7244
H 5.1376 0.0282 0.2459
C 4.2289 3.0790 7.3571
C -0.8810 4.1541 -0.0805
C 0.0333 1.3805 2.6413
H -1.9845 -0.1656 -6.4750
H 0.4715 6.2593 -4.3607
H -2.9300 3.5037 -6.3519
C 2.9145 0.8664 4.7171
C -0.9697 6.1334 1.2925
H -0.7488 -0.3082 4.2567
C 1.6368 3.0013 -2.6687
C 2.6613 3.5019 5.5351
N -1.8644 -0.2494 -0.7679
C -2.1307 1.9432 3.0771
H -3.9125 4.4820 1.3986
C 1.4306 1.2633 2.7597
C -0.2790 5.3048 0.4291
C -2.3209 -3.0989 3.1557
C -2.2754 5.8378 1.6536
H 1.9346 2.0837 -2.1795
C 0.9373 -4.4779 0.3590
H -4.6181 0.1823 -5.1636
C 0.7040 -2.4409 -0.9116
C -2.1281 0.9853 2.0143
C -1.2869 -0.9654 3.5886
H -3.0163 2.3983 3.4769
N -0.1266 1.9645 -0.6337
H 4.2339 0.6051 6.3786
H -4.2939 2.6198 -5.6568
C 0.6497 -2.3304 1.3939
C 3.6031 1.2898 5.8234
H 2.5822 4.5341 5.8556
C 2.2886 0.7562 1.7403
C -2.5641 -2.7175 1.8585
C 0.9325 -3.8409 -0.8947
C 0.8470 -3.6852 1.5024
C 1.8426 4.6137 -4.4346
C -3.6256 -0.8966 -2.1575
H 4.3047 0.7703 2.6808
C -2.4641 0.7953 -6.6435
H -0.4846 7.0146 1.6930
H -1.1654 1.3130 -2.8616
C -4.4026 -0.7830 -3.2881
H 1.0689 -5.5473 0.4386
C -2.8887 4.7087 1.1338
H 0.9445 -4.1330 2.4808
H 1.3868 3.7592 3.8569
C -1.5991 -0.4780 2.2730
H 0.7423 5.5340 0.1552
H -3.1829 3.4991 -4.6044
N 0.4824 -1.7029 0.2135
C -0.8360 2.1162 3.4810
```

Computed ΔE to the lowest compared entry with this formula, charge and spin (kcal/mol) in order:
143.1 7.5 0.0 26.2
Computed maximum force (eV/Å) in order:
4.413 1.579 0.690 2.691